Record 1
{"formula": "C30H49GeIrN5OSi3", "method": "the ωB97M-V functional and the def2-TZVPD basis", "symbols": ["Ir", "N", "C", "C", "C", "C", "C", "C", "C", "C", "C", "C", "C", "C", "N", "C", "C", "C", "C", "N", "H", "H", "H", "H", "H", "H", "H", "H", "H", "H", "C", "Si", "C", "C", "Ge", "Si", "C", "C", "C", "Si", "C", "C", "C", "H", "H", "H", "H", "H", "H", "H", "H", "H", "H", "H", "H", "H", "H", "H", "H", "H", "H", "H", "H", "H", "H", "H", "H", "H", "H", "H", "C", "N", "C", "C", "O", "N", "C", "C", "H", "H", "H", "H", "H", "H", "H", "H", "H", "H", "H", "H"], "coordinates": [[0.027, -0.219, 0.070], [-2.361, 7.004, 6.945], [-2.100, 6.230, 6.138], [-1.772, 5.260, 5.128], [-1.763, 5.633, 3.786], [-1.455, 4.696, 2.816], [-1.142, 3.389, 3.181], [-1.140, 3.024, 4.525], [-1.464, 3.953, 5.498], [-0.797, 2.383, 2.142], [-1.768, 2.026, 1.224], [-3.062, 2.585, 1.054], [-3.592, 2.040, -0.092], [-2.634, 1.131, -0.575], [-1.553, 1.096, 0.206], [0.527, 1.899, 2.130], [1.565, 2.363, 2.938], [2.740, 1.704, 2.559], [2.393, 0.865, 1.529], [1.062, 0.952, 1.233], [-1.994, 6.653, 3.511], [-1.439, 4.985, 1.773], [-0.896, 2.009, 4.812], [-1.478, 3.674, 6.542], [-3.513, 3.320, 1.699], [-4.542, 2.262, -0.548], [-2.701, 0.520, -1.463], [1.467, 3.119, 3.700], [3.725, 1.837, 2.975], [3.032, 0.204, 0.969], [3.323, -2.423, -0.168], [1.589, -2.251, 0.590], [0.648, -3.830, 0.238], [1.801, -2.029, 2.435], [1.764, -0.567, -1.515], [1.188, -1.837, -3.532], [0.351, -3.459, -3.163], [2.782, -2.137, -4.452], [0.086, -0.641, -4.463], [3.528, 1.068, -2.016], [5.086, 0.085, -2.281], [2.802, 1.731, -3.606], [3.793, 2.461, -0.815], [3.710, -3.342, 0.285], [4.018, -1.626, 0.100], [3.376, -2.593, -1.249], [0.425, -4.319, 1.190], [1.264, -4.522, -0.338], [-0.282, -3.686, -0.302], [1.965, -3.022, 2.865], [0.914, -1.605, 2.908], [2.654, -1.411, 2.709], [1.055, -4.182, -2.749], [-0.022, -3.873, -4.105], [-0.486, -3.356, -2.476], [3.482, -2.754, -3.886], [3.288, -1.216, -4.741], [2.546, -2.681, -5.372], [-0.653, -0.146, -3.831], [-0.448, -1.184, -5.247], [0.673, 0.138, -4.949], [4.951, -0.761, -2.956], [5.499, -0.286, -1.342], [5.836, 0.745, -2.725], [2.821, 0.997, -4.412], [3.408, 2.583, -3.927], [1.778, 2.093, -3.489], [4.333, 2.163, 0.082], [2.869, 2.960, -0.522], [4.415, 3.194, -1.338], [-1.887, -1.919, 1.961], [-2.860, -1.810, 0.885], [-4.208, -1.424, 1.302], [-2.476, -1.846, -0.401], [-1.261, -1.578, -0.749], [-3.344, -2.195, -1.354], [-4.482, -3.087, -1.125], [-3.074, -1.914, -2.760], [-2.360, -2.432, 2.798], [-1.553, -0.936, 2.315], [-1.035, -2.514, 1.644], [-4.111, -0.649, 2.064], [-4.765, -2.259, 1.724], [-4.753, -1.002, 0.463], [-4.384, -3.600, -0.175], [-4.483, -3.835, -1.917], [-5.428, -2.546, -1.156], [-2.276, -1.185, -2.854], [-3.981, -1.524, -3.223], [-2.781, -2.825, -3.282]], "mulliken_spin": [1.006, 0.000, 0.001, -0.001, 0.001, 0.000, 0.001, 0.000, -0.001, 0.007, 0.002, -0.009, 0.001, -0.008, -0.072, -0.025, 0.097, 0.034, -0.004, 0.022, 0.000, 0.001, 0.000, 0.000, 0.000, 0.000, -0.007, 0.004, -0.002, 0.001, -0.004, -0.021, -0.003, 0.001, 0.001, 0.008, 0.000, 0.000, -0.001, 0.005, 0.000, 0.000, -0.002, -0.001, 0.000, 0.001, 0.000, 0.000, 0.002, -0.001, 0.000, 0.001, 0.000, 0.000, 0.000, 0.000, 0.000, 0.000, -0.001, 0.000, 0.000, 0.000, 0.000, 0.000, 0.000, 0.000, 0.000, 0.000, 0.000, 0.001, 0.009, 0.004, 0.001, 0.003, -0.054, 0.001, 0.001, 0.002, 0.000, -0.003, 0.000, 0.000, 0.000, 0.000, 0.000, 0.000, 0.000, 0.001, 0.000, 0.000], "relative_energy_kcal_mol": 0.0, "charge": 2, "spin_multiplicity": 2, "homo_lumo_gap_ev": [6.9, 5.9]}

=====

Record 2
{"formula": "C32H34AsPt", "method": "the ωB97M-V functional and the def2-TZVPD basis", "symbols": ["C", "C", "C", "C", "H", "H", "H", "H", "H", "H", "H", "H", "H", "C", "C", "C", "H", "C", "C", "H", "H", "H", "H", "C", "C", "C", "H", "C", "C", "H", "H", "H", "H", "Pt", "C", "C", "C", "C", "C", "C", "As", "C", "C", "C", "C", "C", "C", "C", "C", "C", "C", "C", "C", "H", "H", "H", "H", "H", "H", "H", "H", "H", "H", "H", "H", "H", "H", "H"], "coordinates": [[-0.550, 0.869, -2.459], [-0.112, 2.328, -2.363], [0.133, 0.048, -3.557], [-2.067, 0.830, -2.485], [-0.415, 0.077, -4.505], [0.201, -1.003, -3.241], [1.160, 0.388, -3.724], [-0.329, 2.862, -3.298], [0.949, 2.447, -2.131], [-0.680, 2.812, -1.556], [-2.460, 1.487, -3.270], [-2.437, 1.202, -1.522], [-2.462, -0.175, -2.641], [2.176, -0.397, 1.063], [2.217, -0.725, -0.346], [2.157, 0.558, -1.083], [2.515, -1.666, -0.805], [2.057, 1.610, -0.086], [2.134, 1.010, 1.188], [2.262, 1.562, 2.115], [2.243, -1.108, 1.882], [2.442, 0.661, -2.119], [2.040, 2.682, -0.279], [-1.829, -1.428, 1.217], [-0.582, -2.095, 1.226], [-0.169, -2.319, -0.136], [-0.061, -2.475, 2.103], [-1.261, -1.817, -1.003], [-2.234, -1.186, -0.114], [-3.175, -0.733, -0.420], [-2.439, -1.221, 2.093], [0.621, -2.982, -0.492], [-1.413, -2.152, -2.021], [0.143, -0.223, -0.799], [0.233, 4.552, 6.134], [0.193, 4.670, 4.740], [-0.112, 3.567, 3.931], [-0.323, 2.317, 4.549], [-0.350, 2.205, 5.942], [-0.044, 3.319, 6.729], [-0.367, 0.646, 3.507], [1.285, -0.046, 4.395], [2.286, 0.895, 4.660], [3.469, 0.514, 5.288], [3.665, -0.822, 5.662], [2.694, -1.777, 5.331], [1.518, -1.403, 4.670], [-1.864, -0.145, 4.529], [-1.970, -1.513, 4.820], [-3.046, -1.968, 5.597], [-4.037, -1.078, 6.027], [-3.988, 0.261, 5.626], [-2.915, 0.727, 4.862], [0.468, 5.418, 6.755], [0.406, 5.634, 4.272], [-0.185, 3.660, 2.843], [-0.595, 1.249, 6.406], [-0.021, 3.210, 7.810], [2.126, 1.943, 4.396], [4.226, 1.270, 5.492], [4.566, -1.109, 6.209], [2.855, -2.825, 5.591], [0.785, -2.156, 4.387], [-1.224, -2.220, 4.455], [-3.100, -3.025, 5.871], [-4.845, -1.424, 6.674], [-4.776, 0.959, 5.916], [-2.873, 1.772, 4.548]], "nbo_charge": [-0.080, -0.658, -0.671, -0.661, 0.254, 0.220, 0.219, 0.238, 0.211, 0.225, 0.240, 0.225, 0.211, -0.044, -0.404, -0.268, 0.258, -0.264, -0.216, 0.250, 0.232, 0.255, 0.248, -0.144, -0.125, -0.373, 0.232, -0.290, -0.286, 0.252, 0.243, 0.257, 0.259, 0.924, -0.205, -0.210, -0.275, -0.220, -0.260, -0.190, 0.824, -0.214, -0.290, -0.187, -0.213, -0.194, -0.281, -0.229, -0.270, -0.204, -0.209, -0.188, -0.268, 0.227, 0.222, 0.216, 0.227, 0.223, 0.224, 0.224, 0.228, 0.222, 0.199, 0.199, 0.223, 0.227, 0.224, 0.227], "charge": 1, "spin_multiplicity": 5, "homo_lumo_gap_ev": [7.5, 4.4]}

=====

Record 3
{"formula": "C58H64As4FeN4", "method": "the ωB97M-V functional and the def2-TZVPD basis", "symbols": ["Fe", "C", "C", "C", "C", "C", "C", "C", "C", "C", "C", "C", "C", "C", "C", "C", "C", "C", "C", "C", "N", "C", "C", "C", "C", "C", "C", "C", "C", "C", "C", "C", "C", "N", "C", "C", "C", "C", "C", "N", "C", "C", "C", "C", "C", "C", "C", "C", "N", "H", "H", "H", "H", "H", "H", "H", "H", "H", "H", "H", "H", "H", "H", "H", "H", "H", "H", "H", "H", "H", "H", "H", "H", "H", "H", "H", "H", "C", "As", "C", "C", "C", "C", "C", "As", "C", "C", "C", "As", "C", "C", "H", "H", "H", "H", "H", "H", "H", "H", "H", "H", "H", "H", "H", "H", "H", "H", "H", "H", "H", "H", "H", "H", "H", "H", "H", "H", "H", "C", "As", "C", "C", "H", "H", "H", "H", "H", "H", "H", "H", "H"], "coordinates": [[-0.416, 0.400, -0.198], [2.599, 6.726, 3.095], [2.706, 5.532, 3.794], [2.249, 4.352, 3.230], [1.693, 4.347, 1.954], [1.620, 5.544, 1.245], [2.066, 6.726, 1.814], [1.084, 3.127, 1.368], [1.603, 2.596, 0.189], [2.810, 3.040, -0.440], [2.696, 2.729, -1.758], [1.394, 2.133, -1.927], [0.608, 2.086, -3.098], [1.080, 2.581, -4.408], [0.732, 1.911, -5.589], [1.258, 2.288, -6.810], [2.123, 3.372, -6.893], [2.402, 4.104, -5.752], [1.885, 3.717, -4.525], [-0.754, 1.725, -2.982], [-1.348, 1.054, -1.945], [-2.697, 1.120, -2.214], [-3.732, 0.535, -1.483], [-5.131, 0.953, -1.781], [-5.548, 2.126, -1.149], [-6.822, 2.625, -1.354], [-7.707, 1.947, -2.182], [-7.308, 0.769, -2.792], [-6.023, 0.277, -2.601], [-3.520, -0.177, -0.305], [-4.533, -0.891, 0.424], [-3.994, -1.208, 1.626], [-2.682, -0.601, 1.651], [-2.369, -0.086, 0.425], [-2.138, -0.120, 2.847], [-1.451, 1.128, 2.727], [-1.479, 2.213, 3.653], [-0.646, 3.170, 3.159], [-0.087, 2.640, 1.960], [-0.664, 1.422, 1.660], [-2.454, -0.798, 4.110], [-2.857, -0.163, 5.288], [-3.070, -0.879, 6.453], [-2.937, -2.259, 6.468], [-2.595, -2.917, 5.296], [-2.354, -2.195, 4.143], [-2.945, 1.844, -3.424], [-1.736, 2.207, -3.913], [0.834, 1.894, -0.703], [2.927, 7.649, 3.553], [3.127, 5.514, 4.790], [2.328, 3.421, 3.776], [1.196, 5.545, 0.248], [1.978, 7.652, 1.260], [3.617, 3.538, 0.072], [3.419, 2.902, -2.537], [0.048, 1.074, -5.539], [0.997, 1.731, -7.701], [2.545, 3.652, -7.849], [3.022, 4.989, -5.822], [2.074, 4.317, -3.647], [-4.851, 2.644, -0.501], [-7.118, 3.549, -0.877], [-8.700, 2.342, -2.351], [-7.997, 0.238, -3.436], [-5.703, -0.629, -3.100], [-5.518, -1.114, 0.048], [-4.454, -1.707, 2.462], [-2.057, 2.298, 4.552], [-0.428, 4.134, 3.586], [-3.062, 0.894, 5.289], [-3.364, -0.353, 7.352], [-3.105, -2.815, 7.380], [-2.520, -3.997, 5.283], [-2.076, -2.711, 3.234], [-3.919, 2.026, -3.847], [-1.523, 2.799, -4.785], [-2.000, -3.659, 0.541], [-0.749, -2.259, -0.136], [-1.631, -2.454, -1.892], [0.860, -3.495, -0.054], [1.545, -3.554, 1.337], [0.972, -4.728, 2.154], [1.291, -2.286, 2.171], [1.524, -0.371, 1.597], [1.289, 0.117, 3.491], [3.505, -0.078, 1.865], [3.058, -3.796, 1.192], [3.632, -5.592, 0.561], [5.539, -5.250, 0.918], [3.747, -5.207, -1.368], [-1.798, -3.999, 1.553], [-1.904, -4.512, -0.133], [-3.022, -3.293, 0.500], [-1.539, -3.451, -2.321], [-1.301, -1.702, -2.605], [-2.688, -2.277, -1.688], [1.598, -3.154, -0.774], [0.551, -4.505, -0.346], [-0.036, -4.514, 2.506], [1.606, -4.922, 3.021], [0.942, -5.634, 1.547], [1.813, -2.393, 3.127], [0.215, -2.263, 2.399], [2.120, -0.298, 4.062], [0.365, -0.289, 3.892], [1.289, 1.196, 3.631], [3.912, -0.871, 2.494], [3.597, 0.872, 2.393], [4.093, -0.014, 0.954], [3.518, -3.686, 2.180], [3.522, -3.047, 0.547], [5.718, -5.165, 1.989], [5.859, -4.325, 0.437], [6.147, -6.070, 0.538], [2.758, -5.174, -1.821], [4.319, -5.990, -1.867], [4.247, -4.252, -1.531], [2.346, -0.359, -3.853], [1.284, -0.859, -2.232], [2.995, -1.027, -1.285], [1.231, -2.682, -3.115], [1.722, -0.346, -4.741], [3.112, -1.120, -4.009], [2.833, 0.604, -3.751], [3.710, -1.602, -1.873], [2.890, -1.471, -0.304], [3.378, -0.012, -1.166], [2.239, -3.083, -3.230], [0.826, -2.502, -4.113], [0.621, -3.439, -2.637]], "mulliken_spin": [3.467, 0.000, 0.000, 0.000, 0.000, -0.003, 0.000, 0.039, 0.004, 0.010, -0.005, 0.008, 0.006, -0.019, -0.002, 0.002, -0.003, 0.002, -0.004, 0.009, 0.064, 0.014, 0.016, 0.007, 0.002, 0.000, 0.000, 0.001, 0.003, 0.016, -0.008, 0.011, -0.023, 0.040, 0.036, -0.057, 0.019, -0.012, -0.014, 0.055, 0.003, 0.008, -0.004, 0.006, -0.004, 0.005, 0.020, -0.014, 0.059, 0.000, 0.000, 0.000, 0.000, 0.000, 0.000, 0.000, 0.000, 0.000, 0.000, 0.000, 0.000, 0.000, 0.000, 0.000, 0.000, 0.000, -0.001, 0.002, 0.001, -0.001, 0.000, 0.000, 0.000, 0.000, -0.001, 0.000, -0.001, 0.013, -0.015, 0.029, 0.044, -0.032, 0.001, 0.080, 0.009, 0.003, 0.022, 0.001, 0.000, 0.000, 0.000, 0.000, 0.001, 0.003, 0.004, -0.012, 0.001, -0.004, 0.003, 0.000, 0.000, 0.000, -0.001, -0.004, 0.002, -0.003, 0.002, 0.000, 0.001, 0.001, 0.000, 0.000, 0.000, 0.000, 0.000, 0.000, 0.000, 0.000, 0.016, 0.055, 0.020, 0.006, 0.000, 0.001, 0.000, 0.003, -0.010, -0.005, 0.000, 0.001, 0.001], "relative_energy_kcal_mol": 0.0, "spin_multiplicity": 5, "homo_lumo_gap_ev": [5.2, 5.3]}

=====

| no. | E (Eh) |
| --- | --- |
| 1 | -4570.8734 |
| 2 | -3594.3479 |
| 3 | -12674.2723 |